No. 1
The following is a DFT calculation (ωB97M-V/def2-TZVPD) of a cluster of 8 separate species, C48H84F9NO9S8 in total at a distorted geometry.

The lowest unoccupied orbital energy is -0.5 eV. Its molecular weight is 1246.716 g/mol. As for the maximum force: 8.91 eV Å⁻¹. As for the total energy: -6694.28196 hartree. The orbital gap comes out at 6.89 eV.

Structure (ORCA input):
```
! wB97M-V def2-TZVPD RIJCOSX def2/J DEFGRID3
* xyz 0 1
C -8.4540 1.5967 1.8766
C -8.8587 2.6129 3.1091
C -8.0302 4.0470 3.0886
C -8.6244 5.1073 1.9710
C -7.4181 5.8378 1.0749
C -6.6913 4.5917 0.2410
C -5.8052 5.1009 -1.0492
C -6.2139 4.2587 -2.4003
C -4.9391 3.2565 -2.7471
C -4.5897 2.1838 -1.5555
C -2.9273 2.1773 -1.3759
C -2.4164 0.9474 -0.4030
C -1.4154 -0.0660 -1.2293
C 0.1840 0.2146 -1.0037
C 0.6647 0.2906 0.5617
C 0.2333 -0.8288 1.7273
C -0.7255 -2.1173 1.3925
C -1.0409 -3.0991 2.6668
C -2.1023 -2.3271 3.6969
C -1.7067 -2.6431 5.2797
O -1.9862 -1.7536 6.2673
O -1.0205 -3.8982 5.7153
C 0.8086 -0.6171 3.2794
C 1.8264 0.6301 3.7089
C 2.2816 1.7050 2.5558
C 1.6752 1.5326 1.0069
S 2.2491 2.8936 -0.2056
C 2.2464 4.4448 0.9104
C 1.7739 5.9361 0.3607
C 1.8409 7.1661 1.4650
C 2.3845 6.9345 3.0250
C 2.8910 5.4274 3.5398
C 3.4485 5.3342 5.0785
F 3.8580 6.7390 5.4551
F 4.7316 4.5398 5.1469
C 2.4150 4.6552 6.1547
F 2.9257 3.2673 6.4645
F 1.0440 4.5992 5.5401
C 2.4058 5.4294 7.6374
F 3.8337 5.5083 8.1249
F 1.7977 6.7788 7.5882
C 1.5940 4.5824 8.7968
F 2.5139 3.9217 9.7865
F 0.8177 5.5903 9.5855
F 0.6283 3.5898 8.2720
C 2.7940 4.1738 2.4674
N 3.2361 2.8102 2.9503
H -7.7904 0.6883 2.2750
H -9.4148 1.1711 1.3140
H -7.8026 2.1282 1.0576
H -8.6300 2.0486 4.1181
H -10.0094 2.8630 3.0777
H -8.0886 4.4926 4.1921
H -6.8915 3.7740 2.9258
H -9.2444 5.9289 2.5563
H -9.3382 4.5250 1.2309
H -7.8966 6.5359 0.2601
H -6.6057 6.3541 1.7406
H -7.5956 3.9308 -0.1643
H -5.9896 3.9363 0.9300
H -6.0405 6.2420 -1.2069
H -4.6496 5.0186 -0.7931
H -7.2188 3.6667 -2.3005
H -6.3159 5.0069 -3.3044
H -5.1364 2.7399 -3.8046
H -4.0078 3.9621 -2.8959
H -5.1072 2.4241 -0.5304
H -4.9785 1.1199 -1.9039
H -2.5021 2.1388 -2.4694
H -2.5966 3.2221 -0.9300
H -3.3778 0.2968 -0.1246
H -1.9294 1.3167 0.5963
H -1.6280 0.1436 -2.3850
H -1.6879 -1.2194 -1.0848
H 0.7543 -0.7202 -1.4793
H 0.4757 1.1373 -1.6618
H -0.2137 -2.7744 0.5650
H -1.7791 -1.6737 1.0484
H -1.5714 -4.0850 2.3025
H -0.0535 -3.3957 3.2411
H -3.2326 -2.6359 3.4804
H -2.0655 -1.1580 3.5882
H -0.1079 -3.5887 5.9972
H 0.5347 -1.3577 4.1721
H 2.2402 0.7940 4.7990
H 1.4187 6.1140 -0.7550
H 1.5169 8.2410 1.1276
H 2.3954 7.8953 3.7000
H 3.3162 2.7485 3.9888
C 2.7350 -3.3759 -4.7419
S 2.6916 -1.5818 -4.5136
O 2.0815 -1.3133 -3.1695
C 1.4197 -1.2646 -5.7601
H 3.4463 -3.7994 -4.0286
H 1.7443 -3.8001 -4.5610
H 3.0624 -3.6069 -5.7580
H 0.5100 -1.8188 -5.5165
H 1.7896 -1.5639 -6.7435
H 1.2004 -0.1941 -5.7671
C 6.6346 -5.5987 -8.3485
S 6.3567 -4.6062 -6.8618
O 4.9638 -4.8919 -6.3832
C 6.3229 -3.0073 -7.7070
H 6.6540 -6.6533 -8.0631
H 5.8273 -5.4320 -9.0658
H 7.5945 -5.3280 -8.7942
H 5.5347 -3.0002 -8.4638
H 7.2929 -2.8203 -8.1734
H 6.1215 -2.2283 -6.9675
C -5.6924 -6.1665 2.1755
S -4.0376 -5.4355 2.1674
O -3.6349 -5.2480 0.7344
C -3.1806 -6.9042 2.7842
H -6.3993 -5.4295 1.7866
H -5.7113 -7.0565 1.5417
H -5.9710 -6.4284 3.1987
H -3.3542 -7.7488 2.1129
H -3.5404 -7.1424 3.7879
H -2.1100 -6.6891 2.8258
C 5.7874 -2.7129 0.4930
S 5.5095 -1.7204 1.9798
O 4.1166 -2.0061 2.4583
C 5.4757 -0.1215 1.1346
H 5.8068 -3.7675 0.7784
H 4.9801 -2.5462 -0.2243
H 6.7473 -2.4422 0.0474
H 4.6875 -0.1144 0.3778
H 6.4457 0.0655 0.6681
H 5.2743 0.6575 1.8741
C 11.3761 -1.3989 -10.4406
S 10.7078 -1.7172 -8.7899
O 9.5712 -2.6845 -8.9428
C 9.9928 -0.0721 -8.5565
H 11.8440 -2.3155 -10.8082
H 10.5719 -1.1050 -11.1195
H 12.1275 -0.6081 -10.3842
H 9.2737 0.1400 -9.3514
H 10.7889 0.6760 -8.5609
H 9.4817 -0.0500 -7.5908
C -12.6862 0.9172 6.7595
S -11.0314 1.6481 6.7514
O -10.6287 1.8357 5.3184
C -10.1744 0.1794 7.3682
H -13.3931 1.6542 6.3705
H -12.7051 0.0272 6.1257
H -12.9648 0.6553 7.7827
H -10.3480 -0.6651 6.6969
H -10.5342 -0.0587 8.3718
H -9.1038 0.3945 7.4098
C 11.0904 -7.5337 -6.1096
S 9.5193 -7.2428 -6.9581
O 9.2686 -5.7637 -6.9473
C 8.4753 -7.9795 -5.6778
H 11.8959 -7.1149 -6.7176
H 11.0833 -7.0460 -5.1317
H 11.2485 -8.6081 -5.9920
H 8.6292 -7.4644 -4.7265
H 8.7178 -9.0397 -5.5741
H 7.4303 -7.8760 -5.9804
*
```


No. 2
The following is a DFT calculation (ωB97M-V/def2-TZVPD) of a cluster of 9 separate species, C48H88N16O4S in total at a distorted geometry.

The lowest unoccupied orbital energy is -11.2 eV. Its molecular weight is 985.407 g/mol. As for the maximum force: 1.88 eV Å⁻¹. As for the total energy: -3454.93808 hartree. The orbital gap comes out at 9.19 eV.

Structure (ORCA input):
```
! wB97M-V def2-TZVPD RIJCOSX def2/J DEFGRID3
* xyz 6 1
S 0.8622 0.2095 -0.0218
O 1.7042 0.5941 1.1265
O 0.8640 -1.2804 -0.1443
O -0.5318 0.7154 0.1593
O 1.3907 0.7730 -1.3017
C -0.2508 4.3755 1.3734
C 0.9035 3.9861 0.4673
N 0.6053 4.3484 -0.9207
C 0.9116 5.5537 -1.5092
C 0.3955 5.5383 -2.7549
N -0.2453 4.3159 -2.8980
C -0.1508 3.6499 -1.7570
C -1.0065 3.9590 -4.1014
H -0.4416 5.4505 1.3059
H -0.0969 4.1493 2.4262
H -1.1744 3.8829 1.0569
H 1.0055 2.8982 0.4897
H 1.8176 4.4937 0.7640
H 1.4578 6.3287 -0.9970
H 0.5265 6.2028 -3.5919
H -0.5048 2.6532 -1.5318
H -0.5236 4.3417 -4.9922
H -2.0300 4.3047 -3.9728
H -1.0468 2.8713 -4.1582
C 0.9024 -2.6896 6.1426
C 2.1240 -3.2816 5.4633
N 1.9183 -3.4956 4.0226
C 2.2692 -2.6620 2.9896
C 2.0516 -3.3207 1.8275
N 1.4642 -4.5199 2.1782
C 1.4483 -4.6186 3.4966
C 1.0850 -5.5508 1.2204
H 0.4654 -1.9157 5.5054
H 1.2172 -2.1788 7.0513
H 0.1486 -3.4386 6.3783
H 2.4673 -4.1892 5.9575
H 2.9770 -2.6078 5.5480
H 2.6264 -1.6504 3.0914
H 2.1409 -2.9571 0.8188
H 1.2242 -5.5181 4.0485
H 0.4472 -5.1136 0.4544
H 0.5533 -6.3532 1.7256
H 1.9629 -5.9706 0.7324
C -2.3503 -4.9140 5.2623
C -3.1782 -4.1900 4.2258
N -2.4134 -3.1067 3.5574
C -2.0744 -3.0505 2.2177
C -1.4171 -1.8895 1.9913
N -1.3475 -1.2474 3.2208
C -2.0192 -1.9702 4.1095
C -0.8555 0.0923 3.5008
H -2.0245 -4.2568 6.0701
H -1.4663 -5.3450 4.7898
H -2.9422 -5.6996 5.7278
H -4.0786 -3.7400 4.6444
H -3.5079 -4.8447 3.4211
H -2.3320 -3.8524 1.5471
H -0.8935 -1.4847 1.1276
H -2.2741 -1.6781 5.1175
H -1.6616 0.7778 3.7796
H -0.3106 0.5413 2.6741
H -0.2284 0.1062 4.3931
C -8.5544 4.7647 3.0915
C -7.8176 4.0297 4.2049
N -6.4704 3.5976 3.7422
C -5.2863 4.2612 3.9348
C -4.3310 3.5786 3.2626
N -4.9526 2.4948 2.6719
C -6.2378 2.5075 3.0306
C -4.2280 1.4480 1.9587
H -9.5826 4.9370 3.3986
H -8.5232 4.1925 2.1631
H -8.0780 5.7228 2.8831
H -8.3518 3.1449 4.5422
H -7.6370 4.6929 5.0479
H -5.2384 5.1679 4.5143
H -3.2695 3.7317 3.1964
H -6.9710 1.7491 2.8118
H -3.2554 1.7341 1.5659
H -4.8561 1.1688 1.1091
H -4.0934 0.5384 2.5462
C 5.3178 2.6806 2.9695
C 5.2071 1.7116 1.7950
N 5.2085 2.3891 0.4964
C 6.1986 3.2339 0.0485
C 5.7645 3.7525 -1.1199
N 4.5132 3.2244 -1.3489
C 4.1949 2.3920 -0.3609
C 3.6782 3.6068 -2.4907
H 6.2421 3.2490 2.9206
H 5.3149 2.0616 3.8727
H 4.4692 3.3348 3.1768
H 4.3554 1.0400 1.8688
H 6.1179 1.1114 1.8689
H 7.1526 3.3044 0.5427
H 6.2209 4.4220 -1.8296
H 3.3392 1.7183 -0.3227
H 4.2219 3.4655 -3.4190
H 3.3991 4.6492 -2.3537
H 2.7592 3.0236 -2.4512
C 3.9461 0.3956 -3.8792
C 5.3947 0.2092 -3.4197
N 5.5427 -0.2821 -2.0447
C 4.5397 -0.7065 -1.2081
C 5.1188 -1.1691 -0.0794
N 6.4891 -1.0384 -0.2562
C 6.7096 -0.5376 -1.4521
C 7.5838 -1.4412 0.6868
H 3.3752 1.0677 -3.2458
H 3.4975 -0.5946 -3.9276
H 4.0257 0.8110 -4.8833
H 5.9104 1.1680 -3.4949
H 5.8910 -0.4765 -4.1042
H 3.4976 -0.6839 -1.4860
H 4.7560 -1.5670 0.8504
H 7.6727 -0.3772 -1.9133
H 8.1331 -0.5348 0.9128
H 8.1679 -2.2082 0.1897
H 7.0932 -1.8555 1.5610
C -6.7195 -3.1517 -2.1183
C -5.4448 -3.2935 -2.9276
N -4.4439 -2.2504 -2.5950
C -3.7614 -2.1382 -1.3978
C -2.9011 -1.1043 -1.5623
N -3.0932 -0.5862 -2.8102
C -4.0493 -1.2948 -3.4185
C -2.4879 0.6549 -3.2988
H -6.6448 -3.5588 -1.1105
H -7.4688 -3.8052 -2.5745
H -7.1402 -2.1481 -2.1188
H -5.5773 -3.3881 -4.0001
H -4.9841 -4.2217 -2.5789
H -3.9135 -2.8945 -0.6492
H -2.1673 -0.6482 -0.9038
H -4.4829 -1.1832 -4.4000
H -3.2683 1.4038 -3.4206
H -1.9405 0.4927 -4.2232
H -1.8208 0.9951 -2.5077
C 0.7664 -1.3743 -7.8937
C -0.3628 -1.1573 -6.8967
N -0.0285 -1.5978 -5.5298
C 0.8899 -0.9967 -4.6829
C 0.8856 -1.6738 -3.5251
N 0.0368 -2.7406 -3.7012
C -0.5637 -2.6119 -4.8854
C -0.3821 -3.6635 -2.6489
H 0.6487 -0.7140 -8.7493
H 0.7125 -2.3962 -8.2678
H 1.7419 -1.2066 -7.4408
H -1.2870 -1.6736 -7.1609
H -0.6735 -0.1098 -6.8405
H 1.3749 -0.1225 -5.0802
H 1.3259 -1.4037 -2.5748
H -1.3972 -3.1722 -5.2774
H 0.5030 -4.2912 -2.4983
H -1.1786 -4.3438 -2.9308
H -0.5476 -3.1734 -1.6916
*
```


No. 3
The following is a DFT calculation (ωB97M-V/def2-TZVPD) of a cluster of 6 separate species, C48H92BrN3O13 in total at a distorted geometry.

The lowest unoccupied orbital energy is -1.0 eV. Its molecular weight is 999.176 g/mol. As for the maximum force: 9.39 eV Å⁻¹. As for the total energy: -5599.54876 hartree. The orbital gap comes out at 7.00 eV.

Structure (ORCA input):
```
! wB97M-V def2-TZVPD RIJCOSX def2/J DEFGRID3
* xyz 0 1
C 7.5067 -1.4141 4.1069
C 9.0994 -1.6495 4.4656
C 10.0477 -1.6189 3.1037
C 9.9986 -0.0862 2.5223
C 9.6698 -0.0163 0.9170
C 8.2076 -0.7064 0.5078
C 7.9619 -0.2653 -1.0848
C 6.4797 -0.7747 -1.6043
C 6.1809 -2.3032 -2.2014
C 7.4991 -3.3230 -2.1974
C 4.6765 -2.7671 -2.7277
C 4.3552 -4.2782 -3.2998
C 5.4175 -4.8276 -4.4211
C 6.0452 -6.3034 -3.9605
N 7.5522 -6.2393 -3.7065
C 3.4339 -1.6554 -2.6308
N 2.0947 -2.1211 -3.1317
C 1.0073 -1.0979 -2.9760
C 1.2993 0.3651 -2.3278
C -0.0210 1.3806 -2.1728
C -1.2122 0.5315 -1.4137
C -2.0573 1.3965 -0.3033
C -2.3480 0.3951 0.9973
C -3.4334 -0.7928 0.6244
O -2.7935 -2.1118 0.3990
C -3.8010 -3.1871 0.3536
C -3.5332 -4.7604 0.8015
O -5.0707 -2.8946 -0.0413
N 2.6117 0.9205 -1.8512
C 3.6457 -0.1568 -2.0330
C 5.1945 0.2385 -1.5456
C 5.4504 1.7655 -0.9127
C 5.4828 1.7451 0.7576
O 6.5591 2.1741 1.4640
Br 3.8949 1.0393 1.8257
H 7.2868 -0.3252 3.6838
H 6.9119 -1.4974 5.1203
H 7.2011 -2.2523 3.3391
H 9.2527 -2.6437 5.0811
H 9.4754 -0.7716 5.1647
H 9.6637 -2.3345 2.2609
H 11.1558 -1.8589 3.4497
H 9.2281 0.5646 3.1397
H 11.0672 0.3769 2.6760
H 10.5099 -0.5339 0.2461
H 9.6507 1.1238 0.5639
H 8.2794 -1.8807 0.5058
H 7.3338 -0.3052 1.1752
H 8.7914 -0.8430 -1.7166
H 8.1656 0.8770 -1.2439
H 7.9284 -3.5017 -3.2950
H 7.0618 -4.3778 -1.8490
H 8.3211 -3.0121 -1.4248
H 4.3444 -5.0062 -2.3546
H 3.2753 -4.3893 -3.7783
H 4.8702 -5.0471 -5.4578
H 6.2825 -4.0707 -4.6696
H 5.9029 -7.1338 -4.7967
H 5.4968 -6.7407 -2.9965
H 7.7601 -6.3006 -2.6674
H 8.0202 -7.1161 -4.0881
H -0.0739 -1.3728 -3.3284
H -0.3405 1.8507 -3.1960
H 0.2907 2.2479 -1.4159
H -1.9487 0.1516 -2.2667
H -0.6972 -0.3823 -0.8558
H -1.5386 2.4060 0.0275
H -3.0997 1.7019 -0.7798
H -1.3371 -0.1278 1.3559
H -2.7766 1.0039 1.9303
H -4.0857 -0.4448 -0.3126
H -4.1540 -0.9004 1.5621
H -4.3603 -5.0483 1.5828
H -3.6784 -5.4386 -0.1519
H -2.4881 -4.9349 1.3074
H 6.4644 2.2428 -1.2884
H 4.6032 2.5247 -1.1978
C -5.8200 3.3159 0.7823
O -5.1797 3.4065 -0.4862
C -6.1044 3.2844 -1.5714
C -6.4599 4.6544 -2.1585
O -7.1811 5.4541 -1.2168
C -6.3480 6.4127 -0.5725
H -5.1269 3.6836 1.5422
H -6.7309 3.9160 0.8291
H -6.0559 2.2700 0.9993
H -7.0052 2.7439 -1.2563
H -5.6107 2.6886 -2.3462
H -7.1163 4.5064 -3.0210
H -5.5625 5.1785 -2.5083
H -6.1542 7.2409 -1.2561
H -5.3986 5.9794 -0.2462
H -6.8765 6.7908 0.3066
C -10.2026 -1.8757 -2.1908
O -9.4669 -1.9922 -0.9774
C -8.1215 -1.5232 -1.1107
C -7.9645 -0.1091 -0.5417
O -8.7094 0.8454 -1.3039
C -9.9457 1.1850 -0.6840
H -11.2644 -1.9848 -1.9587
H -10.0541 -0.9074 -2.6727
H -9.9090 -2.6771 -2.8752
H -7.7962 -1.5662 -2.1572
H -7.4871 -2.2049 -0.5348
H -6.9118 0.1804 -0.6081
H -8.2540 -0.0749 0.5153
H -9.7583 1.8674 0.1466
H -10.4784 0.3030 -0.3181
H -10.5742 1.6868 -1.4243
C -3.8120 1.5774 8.0789
O -4.6255 0.5607 7.5028
C -5.3897 1.0407 6.3923
C -4.7438 0.6486 5.0592
O -3.4822 1.2990 4.8798
C -2.3854 0.4430 5.1837
H -3.0696 1.0984 8.7211
H -3.2854 2.1630 7.3228
H -4.4318 2.2385 8.6918
H -5.5322 2.1261 6.4580
H -6.3759 0.5693 6.4557
H -5.3933 0.9807 4.2440
H -4.6362 -0.4395 4.9779
H -2.2363 -0.2593 4.3620
H -2.5414 -0.1113 6.1133
H -1.4895 1.0595 5.2941
C -9.5833 9.1248 -6.0734
O -8.2343 8.8807 -5.6885
C -7.7589 9.8385 -4.7377
C -7.7920 9.2746 -3.3133
O -9.1338 9.0359 -2.8780
C -9.4988 7.6632 -2.9813
H -9.9648 8.2295 -6.5693
H -10.2243 9.3426 -5.2169
H -9.6168 9.9588 -6.7806
H -8.3306 10.7719 -4.8064
H -6.7201 10.0622 -5.0018
H -7.3625 10.0158 -2.6329
H -7.1892 8.3620 -3.2362
H -9.0432 7.1052 -2.1617
H -9.1909 7.2264 -3.9353
H -10.5866 7.5906 -2.9022
C 9.6769 -5.5816 3.5821
O 8.2710 -5.6976 3.3888
C 7.8613 -5.2430 2.0953
C 7.6337 -6.4172 1.1375
O 8.8557 -7.1066 0.8581
C 8.9892 -8.3005 1.6228
H 9.9534 -6.1831 4.4509
H 10.2434 -5.9413 2.7210
H 9.9339 -4.5372 3.7824
H 8.5886 -4.5329 1.6838
H 6.9134 -4.7114 2.2291
H 7.2626 -6.0261 0.1857
H 6.8784 -7.1073 1.5318
H 8.3538 -9.0773 1.1944
H 8.7223 -8.1488 2.6723
H 10.0321 -8.6244 1.5740
*
```


What is the formula in the third record?
C48H92BrN3O13


Which value of orbital gap does entry 1 give?
6.89 eV


Which formula does entry 3 have?
C48H92BrN3O13